Entry 1:
A molecular structure, C28H56N10O3SSi3Ti, computed with ωB97M-V with the def2-TZVPD basis set.

Geometry as ORCA input:
```
! wB97M-V def2-TZVPD RIJCOSX def2/J DEFGRID3
* xyz 0 3
Si 2.48 1.17 0.02
H -3.56 5.09 -2.82
C 1.14 -5.88 4.38
C 1.63 4.71 -0.32
N 1.22 -7.35 4.46
C 2.44 -7.68 3.77
H 2.47 -8.80 3.81
H -2.30 1.56 2.17
C 0.42 4.31 -3.01
H 0.11 -1.15 -2.91
H 1.57 2.41 -4.80
N -2.67 4.31 0.44
H 3.14 -5.34 2.76
H -2.55 3.08 3.00
N -4.52 3.20 -2.62
H 1.79 0.81 -5.41
H 1.52 -1.54 -1.91
H 4.85 1.86 0.66
C 0.01 -3.18 -0.12
H 3.94 0.54 -4.25
C -0.14 -6.15 2.30
C 0.17 -8.04 3.73
C -1.69 -3.28 1.62
H 2.52 -1.42 0.00
H 3.49 4.99 -2.39
C 2.24 -5.77 2.26
N 1.01 -3.64 -0.51
H 1.69 4.07 0.56
H -1.01 -5.93 2.94
H -1.29 4.88 -1.00
N 1.03 -5.37 2.98
H 2.22 -5.57 1.19
H -0.82 -8.05 4.19
C -2.02 5.35 -0.34
H 0.50 -9.02 3.77
H -4.68 0.46 -0.97
H 2.46 5.48 -0.29
C -1.37 -1.21 0.41
C 1.36 -7.93 1.63
C 1.25 1.36 -4.67
C 3.45 3.88 -2.37
C 1.01 0.63 2.40
Si 1.67 3.56 -1.83
H -1.39 5.94 0.42
H -4.38 4.52 -4.25
H 1.92 0.85 2.92
H -2.87 -1.63 1.65
O -0.83 2.99 0.77
H -6.90 1.71 -1.07
Si 1.83 0.78 -2.90
H -0.37 4.88 -2.47
N -2.24 -3.55 2.66
H -3.11 -0.10 0.88
H 3.70 2.16 1.92
H -4.72 4.48 0.14
H 4.38 3.52 -1.81
C 3.74 0.56 -3.19
H 1.32 -7.45 0.66
C -5.87 3.12 -2.32
N 2.53 -7.25 2.33
O -0.81 -0.45 -0.41
C -2.76 2.56 2.09
C -4.04 4.67 0.97
H 1.68 -1.55 -3.60
H -4.34 4.09 1.82
N -2.50 -0.86 1.09
H 3.78 -0.57 1.02
H 4.15 -0.82 -0.54
H -3.84 2.48 1.91
H -2.76 5.90 -0.91
C 1.20 -1.03 -2.77
C 3.25 -0.56 0.02
H -0.23 -5.73 1.27
H 3.48 3.63 -3.46
C -1.00 -2.62 0.63
H 4.36 1.34 -2.70
C 3.81 2.20 0.82
Ti -0.47 1.50 -0.41
S -2.18 1.86 -2.27
O 1.01 1.10 1.02
H -2.82 3.82 -3.69
H 3.34 -7.27 4.34
H 0.17 1.18 -4.75
H -4.18 5.72 1.19
H 0.94 5.01 -3.65
C -6.05 1.99 -1.66
C -3.82 4.26 -3.40
H 4.08 -0.43 -2.72
H 3.87 3.33 0.58
H 0.87 -0.46 2.46
H -0.18 3.58 -3.54
C -3.88 2.10 -2.05
N 0.07 -7.62 2.31
C -2.08 3.32 1.00
H 0.16 1.14 2.92
H 1.61 -9.02 1.50
H 0.27 -5.57 4.92
H 0.74 5.30 -0.27
H 2.14 -5.49 4.69
C 1.37 1.73 -1.40
N -4.84 1.37 -1.38
H -6.53 3.94 -2.23
*
```

Output
LUMO (spin up / spin down) in Eh: -0.01524 / -0.01593
Energy relative to the best compared isomer or geometry (same formula, charge and spin) in kcal per mole: 52.0
Orbital gap (spin up / spin down) in eV: 4.837 / 7.018
Total energy in eV: -108571.4984
Molecular weight in g/mol: 745.015

Entry 2:
A molecular structure, C3H2I3O2, computed with ωB97M-V with the def2-TZVPD basis set.

Geometry as ORCA input:
```
! wB97M-V def2-TZVPD RIJCOSX def2/J DEFGRID3
* xyz -1 1
H -1.23 -0.10 -0.96
I 1.11 -1.07 -2.15
O -1.79 -1.90 0.53
I 2.59 1.70 -0.12
C -0.25 -0.62 -0.66
I -0.87 2.92 -0.32
H 0.21 1.27 1.44
O 0.33 -1.94 1.32
C 0.48 1.34 0.31
C -0.57 -1.60 0.59
*
```

Output
LUMO in Eh: 0.08673
Energy relative to the best compared isomer or geometry (same formula, charge and spin) in kcal per mole: 28.8
Orbital gap in eV: 7.206
Total energy in eV: -31539.4844
Molecular weight in g/mol: 450.759